15
Properties=species:S:1:pos:R:3:mulliken_charge:R:1 method="wB97M-V/def2-TZVPD" total_charge=0 largest_force_ha_per_bohr=0.2031 spin_multiplicity=1 de_lowest_kj_mol=259.9 energy_ha=-454.0352 orbital_gap_ev=9.91
C -1.90404 1.30668 0.24176 -1.10
C -1.90408 -0.08708 0.00053 0.72
C 0.56563 -0.22253 -0.07785 0.48
C 2.25545 0.88422 -0.18114 -0.69
C 2.68228 -0.29395 0.11235 0.13
H -1.45736 1.87992 -0.36135 0.43
H -1.45753 1.52933 1.27440 0.31
H -3.13933 1.62470 0.41904 0.24
H -0.70045 -1.84090 -0.05461 0.29
H 2.71079 1.73669 -0.07590 0.44
H 3.69661 -0.97482 0.39666 0.28
N -0.74613 -0.75269 -0.01413 -0.11
N 0.92831 0.94730 -0.29848 -0.38
O -2.93110 -0.78082 -0.19173 -0.66
O 1.54368 -1.07435 0.19375 -0.37